Entry 1:
Formula: C37H53N10O8PSTi
Source: the OMol25 dataset
Level of theory: ωB97M-V/def2-TZVPD

```
111
Properties=species:S:1:pos:R:3
Ti -0.62 1.04 0.66
C -1.45 4.83 -1.88
O -2.12 4.84 -0.59
C -1.89 3.67 -0.04
N -1.16 2.81 -0.66
C -0.83 3.41 -1.98
C -1.41 2.63 -3.14
C -2.69 2.08 -3.05
C -3.26 1.46 -4.15
C -2.56 1.38 -5.35
C -1.29 1.93 -5.44
C -0.72 2.56 -4.34
C -2.46 3.31 1.25
C -3.33 4.07 2.00
C -3.87 3.53 3.16
C -3.55 2.22 3.50
C -2.66 1.52 2.70
N -2.08 2.05 1.60
C -2.23 0.16 2.93
N -1.38 -0.42 2.13
C -1.04 -1.70 2.79
C -2.17 -1.87 3.81
O -2.70 -0.53 3.95
C -0.78 -2.85 1.85
C -1.35 -4.10 2.04
C -1.02 -5.16 1.21
C -0.09 -4.99 0.19
C 0.50 -3.74 0.00
C 0.16 -2.68 0.83
H -2.21 5.01 -2.64
H -0.72 5.64 -1.90
H 0.26 3.46 -2.08
H -3.26 2.20 -2.13
H -4.27 1.08 -4.10
H -3.01 0.91 -6.21
H -0.75 1.90 -6.38
H 0.26 3.01 -4.43
H -3.59 5.07 1.66
H -4.56 4.10 3.76
H -3.99 1.74 4.36
H -0.12 -1.51 3.36
H -2.98 -2.51 3.46
H -1.84 -2.21 4.79
H -2.05 -4.28 2.85
H -1.47 -6.14 1.37
H 0.18 -5.82 -0.45
H 1.23 -3.59 -0.78
H 0.63 -1.71 0.67
N 0.99 3.17 5.36
C 1.78 2.94 4.11
P 1.33 1.24 3.50
O 0.36 0.75 4.52
O 0.98 1.22 2.03
C 2.92 0.30 3.60
N 2.95 -0.93 2.74
H 0.34 3.96 5.28
H 1.58 3.35 6.18
H 0.44 2.29 5.52
H 2.84 3.03 4.33
H 1.53 3.69 3.36
H 3.05 0.01 4.64
H 3.76 0.93 3.31
H 2.04 -1.41 2.72
H 3.63 -1.61 3.10
H 3.22 -0.76 1.75
N -3.87 -2.88 -2.04
C -2.76 -2.32 -2.89
C -1.69 -1.72 -1.99
N -2.20 -0.68 -1.09
C -3.31 -1.22 -0.29
C -4.43 -1.81 -1.14
H -3.51 -3.64 -1.47
H -4.61 -3.27 -2.63
H -3.20 -1.57 -3.55
H -2.36 -3.12 -3.51
H -0.91 -1.32 -2.64
H -1.23 -2.51 -1.38
H -2.55 0.09 -1.67
H -3.74 -0.43 0.33
H -2.90 -1.98 0.37
H -4.88 -1.06 -1.79
H -5.21 -2.25 -0.52
C 4.71 -3.94 -1.47
C 4.80 -3.07 -0.22
S 3.92 -1.54 -0.40
O 2.64 -1.76 -1.05
O 3.84 -0.87 0.90
C 4.99 -0.56 -1.45
C 4.32 0.61 -2.21
N 2.90 0.77 -1.90
C 2.45 1.28 -0.75
N 1.13 1.18 -0.66
C 0.70 0.61 -1.83
C 1.79 0.33 -2.60
N 1.79 -0.41 -3.83
O 2.85 -0.67 -4.35
O 0.69 -0.78 -4.21
C 3.35 1.95 0.23
H 5.28 -4.85 -1.32
H 5.11 -3.45 -2.36
H 3.67 -4.22 -1.68
H 5.83 -2.80 0.03
H 4.33 -3.54 0.65
H 5.43 -1.27 -2.15
H 5.77 -0.19 -0.78
H 4.42 0.47 -3.28
H 4.82 1.54 -1.94
H -0.33 0.52 -2.09
H 3.99 2.67 -0.28
H 3.99 1.23 0.74
H 2.74 2.48 0.96
```

Summary:
Spin multiplicity: 3
<S²>: 2.022
Calculated total energy in Ha: -4178.970788
Kohn-Sham gap (alpha / beta) in eV: 6.5 / 8.0
HOMO level (alpha / beta) in eV: -15.831 / -17.724
Relative energy (zero: lowest compared OMol25 entry of this formula, charge and spin) in kcal/mol: 58.1
Charge: +4
E_LUMO (alpha / beta) in eV: -9.35 / -9.76



Entry 2:
Formula: C8H10ClMnNO2
Source: the OMol25 dataset
Level of theory: ωB97M-V/def2-TZVPD

```
23
Properties=species:S:1:pos:R:3
Cl -2.17 1.25 -0.78
C 0.48 -1.55 -1.44
C 1.58 -0.78 -0.90
C 1.53 0.53 -1.47
H 2.41 -1.17 -0.31
C 0.38 0.64 -2.30
C -0.26 -0.67 -2.29
H -1.12 -0.93 -2.90
H 0.28 -2.62 -1.29
H 2.28 1.33 -1.38
C -0.01 1.82 -3.13
Mn -0.23 0.05 -0.31
C 0.27 -0.79 1.25
C -1.89 -0.52 0.49
O 0.25 -1.56 2.13
O -2.76 -0.99 1.10
H 0.36 2.77 -2.70
H -1.10 1.87 -3.23
H 0.31 1.71 -4.18
N 0.18 1.77 0.56
H -0.19 2.57 0.02
H 1.16 1.96 0.76
H -0.34 1.80 1.45
```

Summary:
Spin multiplicity: 4
<S²>: 3.912
Calculated total energy in Ha: -2126.527622
Kohn-Sham gap (alpha / beta) in eV: 7.0 / 7.7
HOMO level (alpha / beta) in eV: -17.128 / -18.557
Charge: +2
E_LUMO (alpha / beta) in eV: -10.17 / -10.85



Entry 3:
Formula: C21H39AgNO28S5
Source: the OMol25 dataset
Level of theory: ωB97M-V/def2-TZVPD

```
95
Properties=species:S:1:pos:R:3
Ag 8.60 8.42 9.34
O 9.61 9.54 7.73
C 8.95 9.09 6.58
C 8.25 7.66 6.52
O 7.72 7.09 7.64
H 9.61 9.16 5.70
H 8.16 9.83 6.36
H 8.98 6.95 6.09
H 7.55 7.70 5.68
C 4.58 5.66 7.31
N 4.17 4.50 8.14
O 3.35 4.64 9.01
O 4.71 3.43 7.90
H 4.83 5.25 6.33
H 5.37 6.26 7.75
H 3.69 6.29 7.24
O 10.62 4.60 3.80
C 10.97 4.82 4.92
O 10.60 4.05 5.94
C 10.91 4.73 7.20
C 12.08 5.59 6.84
C 11.82 5.99 5.39
H 11.03 3.97 7.96
H 9.99 5.27 7.45
H 13.05 5.12 7.03
H 12.02 6.52 7.42
H 12.73 6.03 4.81
H 11.22 6.90 5.32
O 2.52 8.49 6.87
C 3.15 9.03 6.00
O 3.00 10.35 5.77
C 3.72 10.80 4.61
C 4.31 9.52 3.97
C 4.09 8.41 5.01
H 4.56 11.43 4.90
H 3.05 11.41 4.01
H 5.40 9.63 3.89
H 3.89 9.36 2.98
H 4.96 8.08 5.59
H 3.64 7.51 4.59
C 7.15 12.55 6.07
C 8.33 12.61 7.05
O 8.48 13.97 7.44
S 7.34 14.93 6.87
O 7.85 15.70 5.78
O 6.68 15.54 7.98
O 6.38 13.71 6.35
H 6.56 11.65 6.21
H 7.47 12.67 5.03
H 9.25 12.32 6.52
H 8.37 11.92 7.89
C 7.11 3.50 10.35
C 7.91 3.71 9.08
O 9.07 2.85 9.24
S 9.50 2.78 10.79
O 10.46 3.80 11.11
O 9.71 1.41 11.17
O 8.05 3.30 11.38
H 6.42 2.66 10.25
H 6.61 4.44 10.60
H 8.35 4.69 8.88
H 7.33 3.39 8.22
C 11.60 10.53 3.87
C 10.28 11.04 3.29
O 10.78 11.78 2.17
S 11.82 10.86 1.39
O 12.74 11.64 0.65
O 11.14 9.78 0.71
O 12.49 10.28 2.77
H 11.53 9.60 4.44
H 12.14 11.23 4.50
H 9.69 11.70 3.92
H 9.72 10.20 2.86
C 7.20 4.92 2.36
C 6.53 5.51 3.62
O 5.48 4.61 3.91
S 4.78 4.27 2.49
O 3.99 5.40 2.12
O 4.22 2.96 2.45
O 6.14 4.34 1.63
H 7.98 4.16 2.49
H 7.71 5.71 1.80
H 6.09 6.48 3.41
H 7.30 5.64 4.38
C 12.75 10.61 8.17
C 12.19 11.81 8.92
O 13.37 12.36 9.49
S 14.23 11.14 10.14
O 13.61 10.71 11.35
O 15.63 11.43 10.13
O 13.87 10.12 8.92
H 13.01 10.93 7.16
H 12.10 9.73 8.12
H 11.47 11.54 9.70
H 11.76 12.53 8.23
```

Summary:
Spin multiplicity: 2
<S²>: 0.757
Calculated total energy in Ha: -5122.570481
Kohn-Sham gap (alpha / beta) in eV: 8.4 / 5.9
HOMO level (alpha / beta) in eV: -10.801 / -10.507
E_LUMO (alpha / beta) in eV: -2.40 / -4.65



Q: Which formula does entry 3 have?
A: C21H39AgNO28S5